# 1
DFT (wB97M-V/def2-TZVPD) results for a structure of composition C36H46AsBN6O2P2S2V in a non-equilibrium geometry.

Computed properties:
Lowest unoccupied orbital energy (spin up / spin down) (eV): -8.28 / -7.63
⟨S²⟩: 2.0374
Spin multiplicity: 3
Charge: +3
ΔE to the lowest compared entry with this formula, charge and spin (kJ/mol): 94.0

The geometry in XYZ format:
```
97
Properties=species:S:1:pos:R:3:mulliken_spin:R:1
V -0.1438 0.8898 0.5276 2.19
C -3.2772 -1.7320 -2.9501 0.00
N -2.5340 -0.4811 -3.1090 0.00
C -2.6406 0.3516 -4.2051 0.00
C -1.8411 1.4137 -3.9705 0.00
N -1.2436 1.2323 -2.7365 0.00
B -0.1476 2.1324 -2.1236 -0.06
N 1.2613 1.6205 -2.4848 0.00
C 1.8057 1.7211 -3.7540 0.00
C 3.0163 1.1265 -3.7375 0.00
N 3.2132 0.6566 -2.4556 0.00
C 4.4174 -0.0292 -1.9880 0.00
C 2.1415 0.9700 -1.7138 0.03
S 2.0261 0.5617 -0.0267 -0.10
C -1.6869 0.0742 -2.2314 0.04
S -1.2922 -0.6423 -0.6902 -0.08
H -3.1874 -2.3107 -3.8655 0.00
H -4.3242 -1.5146 -2.7507 0.00
H -2.8558 -2.2972 -2.1249 0.00
H -3.2699 0.1077 -5.0430 0.00
H -1.6425 2.2812 -4.5746 0.00
H -0.3001 3.2702 -2.4738 0.00
H -0.2878 2.1055 -0.8989 0.03
H 1.2905 2.2156 -4.5579 0.00
H 3.7534 0.9965 -4.5101 0.00
H 4.8664 -0.5443 -2.8322 0.00
H 4.1445 -0.7542 -1.2257 0.00
H 5.1236 0.6904 -1.5789 0.00
C 0.0571 0.0148 4.1509 0.04
C -1.2709 0.2373 4.8537 0.00
As -1.1545 0.2963 6.8437 0.00
C 0.2470 1.6639 6.9690 0.00
C -0.1637 2.9593 6.6270 0.00
C 0.6885 4.0515 6.7765 0.00
C 1.9745 3.8644 7.2723 0.00
C 2.3767 2.5921 7.6506 0.00
C 1.5190 1.5040 7.5114 0.00
C -0.2782 -1.4340 7.0435 0.00
C 1.0176 -1.7954 6.6654 0.00
C 1.4520 -3.1069 6.7953 0.00
C 0.5987 -4.0779 7.3029 0.00
C -0.6883 -3.7322 7.6845 0.00
C -1.1213 -2.4188 7.5583 0.00
P -0.0114 -0.6817 2.4432 -0.13
C -1.3132 -1.9272 2.6068 -0.01
C -2.6278 -1.6153 2.2617 0.01
C -3.6510 -2.5078 2.5430 0.00
C -3.3670 -3.7110 3.1755 0.00
C -2.0620 -4.0180 3.5367 0.00
C -1.0351 -3.1290 3.2595 0.00
C 1.5387 -1.6086 2.2875 0.00
C 1.6124 -2.6373 1.3474 0.01
C 2.8020 -3.3175 1.1541 0.00
C 3.9326 -2.9658 1.8840 0.00
C 3.8684 -1.9364 2.8101 0.00
C 2.6730 -1.2584 3.0142 0.00
H 0.6023 -0.7639 4.6896 0.00
H 0.6986 0.9015 4.1716 0.01
H -1.9343 -0.6146 4.6929 0.00
H -1.8218 1.1090 4.4927 0.00
H -1.1981 3.1307 6.3338 0.00
H 0.3306 5.0549 6.5703 0.00
H 2.6344 4.7099 7.4129 0.00
H 3.3570 2.4453 8.0847 0.00
H 1.8444 0.5385 7.8678 0.00
H 1.7090 -1.0630 6.2701 0.00
H 2.4631 -3.3687 6.5107 0.00
H 0.9438 -5.0971 7.4158 0.00
H -1.3525 -4.4792 8.0987 0.00
H -2.1238 -2.1587 7.8787 0.00
H -2.8589 -0.6700 1.7849 0.02
H -4.6704 -2.2644 2.2748 0.00
H -4.1654 -4.4080 3.3923 0.00
H -1.8413 -4.9493 4.0407 0.00
H -0.0234 -3.3728 3.5608 0.00
H 0.7350 -2.9178 0.7753 0.00
H 2.8484 -4.1298 0.4409 0.00
H 4.8602 -3.5028 1.7365 0.00
H 4.7454 -1.6654 3.3826 0.00
H 2.6432 -0.4620 3.7479 0.00
N 0.6921 3.6456 4.2193 0.00
C -0.7236 3.7293 3.7222 0.00
P -0.7911 3.2414 1.9433 0.04
O -1.8014 2.1668 1.6214 0.01
O 0.6065 2.8307 1.5779 0.00
C -1.3531 4.6817 0.9359 0.00
N -2.8225 4.5272 0.6352 0.00
H 1.1140 4.5673 4.3462 0.00
H 1.2635 3.1282 3.5335 0.00
H 0.7166 3.1843 5.1560 0.00
H -1.1053 4.7318 3.9068 0.00
H -1.3207 3.0274 4.3033 0.00
H -0.8169 4.6037 -0.0112 0.00
H -1.1643 5.6654 1.3604 0.00
H -3.0618 4.9006 -0.2869 0.00
H -3.4201 5.0014 1.3162 0.00
H -3.0445 3.5171 0.6619 0.00
```


# 2
DFT (wB97M-V/def2-TZVPD) results for a structure of composition C36H46N8O3 in a non-equilibrium geometry.

Computed properties:
Lowest unoccupied orbital energy (eV): 0.40
Spin multiplicity: 1
ΔE to the lowest compared entry with this formula, charge and spin (kJ/mol): 4247.8

The geometry in XYZ format:
```
93
Properties=species:S:1:pos:R:3:lowdin_charge:R:1
C -6.0728 -19.6608 28.3301 0.00
C -6.4327 -18.4361 29.1173 -0.20
C -7.4840 -18.5636 30.1865 -0.08
O -7.0042 -18.0840 31.4054 0.12
C -5.7719 -17.7639 31.2388 -0.59
O -4.9437 -17.4833 32.1681 0.06
O -5.3551 -18.1045 30.0034 -0.21
H -5.2262 -20.2161 28.7337 0.09
H -5.8172 -19.4482 27.2920 0.08
H -6.9598 -20.2944 28.3218 0.13
H -6.6869 -17.5259 28.5741 0.16
H -7.7544 -19.5908 30.4309 0.13
H -8.3134 -17.9396 29.8538 0.14
N -0.6808 -18.7965 27.7992 0.04
C -0.3654 -19.5311 28.9506 -0.07
C 0.9446 -19.1579 29.3078 -0.09
C 1.2459 -18.1944 28.3079 -0.12
C 0.2995 -17.8686 27.5430 -0.21
H -1.5577 -18.8818 27.3052 0.08
H -0.9753 -20.3846 29.2074 0.09
H 1.5134 -19.7553 30.0050 0.09
H 2.2634 -17.8536 28.1859 0.10
H 0.0470 -17.1597 26.7683 0.02
N -1.1490 -19.0248 32.1279 0.08
C -0.0276 -19.4978 31.5397 -0.16
C 0.1011 -20.8760 31.8377 -0.09
C -1.0807 -21.2866 32.3960 -0.13
C -1.8731 -20.1518 32.6043 -0.15
H -1.5462 -18.0975 32.0795 0.16
H 0.5502 -18.7243 31.0558 0.09
H 0.9604 -21.5049 31.6577 0.10
H -1.2846 -22.3227 32.6227 0.11
H -2.8824 -20.0452 32.9735 0.12
N -4.7460 -20.9626 24.6100 0.04
C -5.1462 -22.0156 25.3902 -0.05
C -4.8521 -21.6440 26.7351 -0.09
C -4.5123 -20.3419 26.7293 -0.34
C -4.2822 -19.9836 25.4678 -0.10
H -4.8989 -20.9210 23.6125 0.15
H -5.5014 -22.9431 24.9660 0.11
H -5.1382 -22.1334 27.6544 0.12
H -4.3030 -19.8126 27.6471 0.00
H -3.7897 -19.0815 25.1362 0.09
N -4.7344 -21.1555 31.3759 0.05
C -5.2304 -22.2269 30.7080 -0.11
C -6.5334 -22.3684 31.1335 -0.12
C -6.8399 -21.3653 32.0266 -0.12
C -5.7629 -20.5771 32.0542 -0.14
H -3.8238 -20.8233 31.0919 -0.05
H -4.6478 -22.8170 30.0160 0.09
H -7.2553 -23.1092 30.8229 0.09
H -7.8090 -21.1988 32.4731 0.11
H -5.4777 -19.6806 32.5846 0.12
N -2.5892 -20.6622 29.1631 0.01
C -3.0847 -19.7155 28.3087 -0.23
C -3.7034 -18.7213 29.0886 -0.15
C -3.5507 -19.0873 30.4629 0.04
C -2.9113 -20.3140 30.3967 -0.22
H -1.9196 -21.3787 28.9216 -0.02
H -2.7052 -19.5559 27.3103 0.11
H -4.0356 -17.7408 28.7809 0.04
H -3.7994 -18.5838 31.3854 0.11
H -2.5820 -20.8832 31.2535 0.09
N -0.0080 -22.4652 27.9867 0.07
C -0.7668 -23.1168 28.9126 -0.09
C -2.0971 -22.8485 28.7501 -0.05
C -2.1131 -21.8370 27.7972 -0.25
C -0.8665 -21.6528 27.3453 -0.12
H 0.9964 -22.5276 27.9003 0.16
H -0.1772 -23.8362 29.4614 0.12
H -2.9268 -23.2980 29.2755 0.11
H -2.9975 -21.3610 27.4001 0.09
H -0.5187 -20.9934 26.5638 0.14
N -5.0276 -14.4168 30.8663 0.03
C -3.6821 -14.3395 30.8508 -0.06
C -3.1852 -15.5434 30.3291 -0.05
C -4.3465 -16.3098 29.9563 -0.18
C -5.4962 -15.5841 30.2844 -0.02
H -5.5496 -13.7938 31.4658 0.15
H -3.0961 -13.5388 31.2773 0.11
H -2.1389 -15.7682 30.1838 0.12
H -4.2169 -17.3305 29.6278 0.01
H -6.5323 -15.8880 30.3102 0.13
N -2.5551 -17.5472 26.2846 0.07
C -3.4902 -17.5698 27.3728 -0.12
C -2.8875 -16.6972 28.3485 -0.08
C -1.5668 -16.3713 27.9653 -0.01
C -1.3983 -16.9173 26.7306 -0.21
H -2.7437 -17.9308 25.3696 0.12
H -4.5041 -17.8980 27.1975 0.14
H -3.3114 -16.3609 29.2832 -0.10
H -0.8467 -15.7901 28.5221 0.13
H -0.5097 -16.9253 26.1169 0.11
```